Entry 1:
{"formula": "C24H32N4O3S", "method": "wB97M-V/def2-TZVPD", "e_above_lowest_ev": 2.265, "spin_multiplicity": 1, "gap_ha": 0.29046, "smiles": "CCCCNC(=S)N/N=C/c1ccc(OCC(=O)Nc2c(C)cc(C)cc2C)c(OC)c1", "total_energy_ev": -48345.4038, "symbols": ["C", "C", "C", "H", "H", "C", "N", "C", "N", "N", "C", "C", "C", "C", "C", "C", "C", "H", "O", "C", "H", "H", "H", "O", "C", "H", "C", "O", "N", "C", "C", "C", "C", "C", "C", "C", "H", "H", "H", "H", "C", "H", "H", "H", "H", "C", "H", "H", "H", "H", "H", "H", "H", "H", "H", "S", "H", "H", "H", "H", "H", "H", "H", "H"], "positions_angstrom": [[5.86453, -1.53253, -2.61988], [4.70956, -1.04251, -3.48574], [3.95478, -2.17195, -4.18503], [3.17679, -1.73639, -4.81623], [4.64065, -2.72457, -4.83183], [3.28853, -3.14334, -3.20422], [2.46128, -4.10806, -3.89461], [1.18275, -3.99686, -4.28088], [0.35132, -3.01503, -3.83620], [0.65739, -2.00502, -3.02121], [-0.25681, -1.17692, -2.68941], [0.00982, -0.05574, -1.82108], [1.27957, 0.17826, -1.29764], [1.50822, 1.26234, -0.47525], [0.48042, 2.13606, -0.15410], [-0.81395, 1.90175, -0.66377], [-1.03280, 0.81750, -1.49257], [-2.01777, 0.61914, -1.88526], [-1.77450, 2.78245, -0.25540], [-3.10013, 2.57049, -0.67716], [-3.68332, 3.37720, -0.23583], [-3.18889, 2.61987, -1.76629], [-3.48335, 1.60972, -0.31804], [0.65214, 3.25281, 0.62994], [1.29527, 3.05013, 1.87298], [1.36198, 4.03885, 2.33536], [0.48892, 2.11089, 2.78776], [1.02027, 1.44417, 3.64901], [-0.82546, 2.14566, 2.50386], [-1.85139, 1.35235, 3.06210], [-1.77188, -0.04085, 3.05636], [-2.82308, -0.76190, 3.60657], [-3.94424, -0.13897, 4.13225], [-4.01299, 1.24727, 4.09309], [-2.98100, 2.00403, 3.56524], [-3.05655, 3.50149, 3.53473], [-2.19246, 3.93571, 4.03630], [-3.06692, 3.86885, 2.50758], [-3.95838, 3.84873, 4.03190], [-4.88513, 1.74756, 4.48988], [-5.05188, -0.94206, 4.74406], [-6.00729, -0.43387, 4.63544], [-5.11902, -1.92531, 4.28443], [-4.86340, -1.08075, 5.80907], [-2.76539, -1.84112, 3.61555], [-0.60004, -0.75048, 2.45547], [0.27588, -0.62721, 3.09215], [-0.80930, -1.81166, 2.34772], [-0.35583, -0.33684, 1.47602], [-1.12450, 2.84448, 1.83049], [2.30847, 2.64875, 1.76868], [2.49720, 1.43513, -0.08057], [2.07996, -0.49939, -1.54254], [-1.28263, -1.28973, -3.06049], [-0.60499, -3.10290, -4.19234], [0.51831, -5.11921, -5.30817], [2.94856, -4.85393, -4.37251], [4.04471, -3.70460, -2.65149], [2.66226, -2.59153, -2.50450], [5.10163, -0.37015, -4.25181], [4.01155, -0.46870, -2.87318], [6.53320, -2.16649, -3.19799], [5.50265, -2.09811, -1.76529], [6.43674, -0.68699, -2.24549]]}

***

Entry 2:
{"formula": "C24H32N4O5STa", "method": "wB97M-V/def2-TZVPD", "spin_multiplicity": 1, "gap_ha": 0.27327, "charge": 3, "total_energy_ev": -53962.3026, "symbols": ["Ta", "N", "C", "C", "C", "C", "C", "C", "C", "C", "C", "C", "C", "C", "H", "H", "H", "H", "H", "H", "H", "H", "H", "H", "C", "C", "C", "C", "O", "H", "H", "H", "H", "H", "H", "H", "H", "H", "C", "C", "S", "O", "O", "C", "C", "N", "C", "N", "C", "C", "N", "O", "O", "C", "H", "H", "H", "H", "H", "H", "H", "H", "H", "H", "H", "H", "H"], "positions_angstrom": [[0.33242, -0.72418, -0.33132], [1.61984, -2.08397, -1.46970], [2.95172, -1.70562, -0.90147], [4.08352, -1.66944, -1.70875], [5.28003, -1.31691, -1.18048], [5.40754, -0.92869, 0.16239], [4.27792, -0.90295, 0.96518], [3.03614, -1.37764, 0.45880], [2.17752, -1.77834, 1.58524], [2.70692, -2.39152, 2.71995], [1.90396, -2.84297, 3.76181], [0.50292, -2.66434, 3.69583], [-0.10183, -2.02986, 2.61119], [0.73457, -1.56804, 1.59759], [1.48295, -3.09053, -1.40554], [1.67603, -1.88167, -2.46177], [4.10162, -1.93724, -2.77182], [6.15763, -1.33576, -1.80391], [6.38146, -0.74238, 0.57061], [4.26736, -0.66365, 2.04213], [3.72837, -2.66030, 2.69131], [2.34085, -3.27010, 4.65354], [-0.06002, -2.95407, 4.56149], [-1.14134, -1.86649, 2.61720], [-5.77198, -2.79569, -3.32182], [-6.35151, -3.76312, -4.23884], [-7.14356, -3.38666, -5.49122], [-6.38335, -5.19005, -3.83508], [-1.30962, -0.87124, -0.73326], [-4.96505, -3.30489, -2.69982], [-6.69052, -2.59648, -2.69670], [-5.54429, -1.84760, -3.80767], [-8.18321, -3.36355, -5.20039], [-7.00798, -4.17096, -6.29291], [-6.90907, -2.40097, -5.84608], [-7.36553, -5.55977, -4.12937], [-6.08114, -5.25292, -2.78217], [-5.61044, -5.72457, -4.43438], [-0.85879, 4.27576, 4.62373], [0.34432, 3.41384, 4.27513], [0.68195, 3.05325, 2.56703], [-0.47061, 2.30992, 2.02561], [1.95460, 2.38808, 2.57094], [0.91886, 4.57024, 1.49306], [0.74048, 4.37500, 0.00546], [1.22295, 3.12553, -0.49536], [0.35534, 2.15315, -0.81576], [1.12337, 1.03611, -1.04183], [2.49864, 1.35022, -0.82240], [2.46360, 2.63149, -0.51973], [3.67578, 3.38607, -0.37442], [3.54398, 4.52298, 0.01296], [4.68492, 2.83169, -0.69607], [-1.18601, 2.26253, -0.75787], [-0.79830, 4.84191, 5.56941], [-1.79061, 3.68331, 4.60629], [-0.94609, 5.02845, 3.83219], [0.28964, 2.39179, 4.60821], [1.27423, 3.79349, 4.60703], [1.94866, 4.79181, 1.67708], [0.27417, 5.39866, 1.89850], [1.15582, 5.28391, -0.56616], [-0.32844, 4.33527, -0.29182], [3.27681, 0.60644, -0.86490], [-1.53481, 3.28109, -0.78004], [-1.49497, 1.76773, 0.18736], [-1.55036, 1.72542, -1.68345]]}